# C36H90N6O12

A cluster of 6 separate species, C36H90N6O12 in total (wB97M-V/def2-TZVPD, the Open Molecules 2025 dataset).

Computed properties:
* electronic energy: -72288.8218 eV
* LUMO energy: 0.642 eV
* ΔE to the lowest compared entry with this formula, charge and spin: 1536.84 kJ/mol
* structure (SMILES): COCCNCCOC.COCCNCCOC.COCCNCCOC.COCCNCCOC.COCCNCCOC.COCCNCCOC
* Kohn-Sham gap: 8.4 eV
* strongest force on any atom: 3.506 eV Å⁻¹
* HOMO: -7.8 eV
* total charge: 0

Cartesian coordinates (Å):
H1 11.214 31.406 -6.147
H2 17.188 36.098 -4.447
C1 8.594 30.531 -6.091
O1 18.511 37.347 -1.535
H3 5.631 28.938 -8.350
H4 20.403 35.756 -2.720
H5 12.629 33.344 -5.633
H6 22.190 31.007 -1.153
H7 17.205 36.665 -8.941
C2 17.799 38.270 -0.651
H8 19.696 33.615 -6.643
O2 14.389 37.643 -3.552
H9 12.407 39.701 -1.070
H10 15.456 35.623 -6.322
C3 16.104 36.107 -4.340
H11 4.211 25.896 -6.164
H12 22.426 34.373 -2.362
O3 17.944 30.164 -5.068
H13 19.558 37.225 2.157
C4 14.089 34.797 -4.977
C5 16.750 35.678 -9.018
H14 9.150 29.738 -5.591
H15 19.048 35.186 -8.304
O4 21.559 37.653 1.864
C6 17.100 43.304 -1.929
H16 19.448 35.359 -0.441
H17 18.786 35.690 4.385
C7 21.512 31.102 -2.001
C8 15.698 37.542 -4.132
H18 13.738 34.341 -9.143
H19 18.124 28.276 -5.889
H20 14.860 36.383 -1.934
H21 6.763 26.471 -7.142
C9 17.430 42.265 -3.003
O5 17.003 34.824 -8.015
C10 19.970 37.559 -1.492
H22 3.330 25.174 -7.582
C11 17.347 31.396 -5.075
H23 21.674 30.236 -2.643
H24 18.227 35.721 -6.848
C12 16.214 41.889 -0.086
H25 13.107 32.768 -8.586
H26 15.933 35.605 -3.388
H27 20.320 37.192 4.845
H28 18.364 32.617 -3.584
C13 13.820 33.566 -8.380
H29 6.614 27.871 -9.191
H30 6.528 29.652 -5.989
O6 4.753 26.738 -7.896
N1 7.639 29.035 -7.764
H31 20.280 33.247 -0.406
H32 17.132 35.355 -9.986
C14 5.962 27.205 -7.227
C15 4.268 25.585 -7.207
O7 17.968 35.313 1.060
H33 20.483 31.107 -1.641
O8 13.451 34.343 -7.239
H34 14.693 38.093 -1.498
H35 16.497 33.985 0.139
N2 19.210 37.204 3.105
C16 18.966 35.749 3.312
H36 19.749 33.771 -1.845
H37 17.412 35.078 -0.897
H38 15.710 41.336 -5.617
H39 22.449 37.566 3.821
O9 14.157 40.800 -0.588
H40 16.873 35.834 2.718
H41 15.279 42.590 -1.660
H42 18.177 38.216 0.370
H43 23.669 37.832 1.883
H44 22.836 38.285 0.356
N3 15.989 42.944 -1.034
H45 17.329 42.135 -5.954
H46 15.117 40.599 1.180
H47 18.816 29.629 -6.911
H48 22.802 36.595 0.803
H49 20.266 38.329 -2.204
H50 18.030 43.504 -1.396
H51 19.820 35.111 3.086
H52 20.431 38.759 3.810
H53 17.352 34.292 -5.249
O10 21.844 32.303 -2.657
C17 7.248 30.006 -6.727
O11 9.385 31.111 -7.147
C18 13.550 33.798 -5.999
C19 14.883 41.391 0.468
H54 21.772 36.083 3.267
N4 15.417 35.295 -5.368
H55 10.964 29.843 -6.899
H56 14.190 32.917 -5.943
H57 12.281 40.358 0.480
C20 18.612 33.631 -6.755
H58 16.783 37.931 -0.449
H59 16.797 42.228 0.769
H60 16.058 35.572 0.014
H61 15.603 38.174 -5.016
H62 5.806 27.633 -6.237
C21 18.410 32.449 -4.660
C22 14.333 37.309 -2.163
H63 8.117 29.480 -8.534
C23 20.602 33.937 -1.187
C24 22.844 37.606 1.208
H64 21.728 36.316 -1.607
H65 8.231 31.195 -5.307
C25 10.808 30.913 -7.031
H66 13.417 38.983 0.217
C26 13.015 39.911 -0.191
C27 18.345 34.879 -7.530
H67 17.389 41.216 -2.710
H68 17.603 34.195 2.801
H69 17.791 39.254 -1.120
H70 16.460 37.987 -3.492
H71 22.543 33.549 -0.884
H72 16.912 31.574 -6.059
C28 18.023 29.304 -6.237
C29 21.647 37.164 3.203
C30 16.963 34.969 0.090
H73 13.374 35.618 -4.924
H74 20.361 37.873 -0.524
H75 13.272 37.069 -2.082
H76 14.838 33.176 -8.390
O12 16.487 42.333 -4.035
H77 19.365 31.927 -4.602
H78 6.681 30.784 -7.239
H79 16.727 41.077 -0.602
C31 21.973 33.548 -1.813
H80 14.133 34.434 -3.950
H81 5.045 24.820 -7.187
C32 16.720 41.549 -5.265
C33 20.389 37.671 3.869
H82 16.907 44.225 -2.479
C34 6.478 28.273 -8.186
H83 18.402 32.662 -7.210
H84 18.468 42.311 -3.332
H85 17.311 40.650 -5.094
C35 17.748 35.228 2.484
H86 15.727 36.004 -9.208
N5 18.185 33.726 -5.331
C36 20.655 36.197 -1.756
H87 16.566 31.385 -4.314
H88 11.336 31.273 -7.914
H89 17.079 29.239 -6.777
H90 14.414 42.256 0.938
N6 20.423 35.292 -0.695

Results of the Mulliken charge analysis, in e, for atoms 1 through 99: atom 1 (H): 0.35, atom 2 (H): 0.35, atom 3 (C): -0.61, atom 4 (O): 0.35, atom 5 (H): 0.34, atom 6 (H): 0.28, atom 7 (H): 0.28, atom 8 (H): 0.38, atom 9 (H): 0.44, atom 10 (C): -0.55, atom 11 (H): 0.46, atom 12 (O): -0.42, atom 13 (H): 0.25, atom 14 (H): 0.00, atom 15 (C): -0.36, atom 16 (H): 0.29, atom 17 (H): 0.39, atom 18 (O): -0.46, atom 19 (H): 0.09, atom 20 (C): -0.83, atom 21 (C): -1.11, atom 22 (H): 0.36, atom 23 (H): 0.57, atom 24 (O): -0.30, atom 25 (C): -0.88, atom 26 (H): -0.36, atom 27 (H): 0.48, atom 28 (C): -0.75, atom 29 (C): -0.12, atom 30 (H): 0.24, atom 31 (H): 0.29, atom 32 (H): 0.08, atom 33 (H): 0.31, atom 34 (C): 0.43, atom 35 (O): -0.06, atom 36 (C): -1.17, atom 37 (H): 0.25, atom 38 (C): -0.32, atom 39 (H): 0.25, atom 40 (H): 0.29, atom 41 (C): 0.69, atom 42 (H): 0.12, atom 43 (H): -0.16, atom 44 (H): 0.40, atom 45 (H): -0.03, atom 46 (C): -0.44, atom 47 (H): 0.38, atom 48 (H): 0.45, atom 49 (O): -0.30, atom 50 (N): -0.26, atom 51 (H): 0.70, atom 52 (H): 0.39, atom 53 (C): -0.32, atom 54 (C): -0.70, atom 55 (O): -0.04, atom 56 (H): 0.26, atom 57 (O): -0.39, atom 58 (H): -0.42, atom 59 (H): 0.48, atom 60 (N): -0.34, atom 61 (C): -0.48, atom 62 (H): 0.03, atom 63 (H): 0.05, atom 64 (H): 0.25, atom 65 (H): 0.51, atom 66 (O): -0.28, atom 67 (H): 0.37, atom 68 (H): 0.34, atom 69 (H): 0.31, atom 70 (H): 0.41, atom 71 (H): 0.21, atom 72 (N): -0.40, atom 73 (H): 0.31, atom 74 (H): 0.41, atom 75 (H): 0.28, atom 76 (H): 0.21, atom 77 (H): 0.35, atom 78 (H): 0.41, atom 79 (H): 0.27, atom 80 (H): 0.36, atom 81 (H): -0.05, atom 82 (O): -0.38, atom 83 (C): -0.76, atom 84 (O): -0.38, atom 85 (C): -0.23, atom 86 (C): -0.68, atom 87 (H): 0.33, atom 88 (N): 0.24, atom 89 (H): 0.41, atom 90 (H): 0.19, atom 91 (H): 0.35, atom 92 (C): -0.69, atom 93 (H): 0.09, atom 94 (H): 0.37, atom 95 (H): 0.27, atom 96 (H): 0.30, atom 97 (H): 0.26, atom 98 (C): -0.60, atom 99 (C): 0.29